(1)
{"formula": "C5H11NO2", "method": "ωB97M-V with the def2-TZVPD basis set", "total_charge": 0, "e_above_lowest_kj_mol": 214.3, "multiplicity": 1, "energy_ev": -10947.045, "homo_lumo_gap_ev": 10.077, "species": ["C", "C", "C", "C", "O", "N", "C", "O", "H", "H", "H", "H", "H", "H", "H", "H", "H", "H", "H"], "xyz": [[-1.291, 0.003, -1.594], [-0.036, -0.705, -1.096], [1.241, -0.035, -1.592], [-0.113, -0.895, 0.480], [-0.229, -1.987, 0.989], [0.071, 0.223, 1.197], [-0.068, 0.204, 2.701], [0.036, 1.512, 0.659], [-1.296, 0.019, -2.684], [-1.329, 1.028, -1.233], [-2.184, -0.522, -1.261], [-0.046, -1.740, -1.452], [1.336, -0.189, -2.666], [1.218, 1.037, -1.414], [2.117, -0.463, -1.108], [-0.162, -0.839, 2.992], [0.822, 0.647, 3.153], [-0.955, 0.762, 3.002], [0.868, 1.939, 0.926]]}

(2)
{"formula": "C5H11NO2", "method": "ωB97M-V with the def2-TZVPD basis set", "total_charge": 0, "e_above_lowest_kj_mol": 147.8, "multiplicity": 1, "energy_ev": -10947.735, "homo_lumo_gap_ev": 9.333, "species": ["C", "C", "C", "C", "N", "C", "H", "H", "H", "H", "H", "H", "H", "O", "H", "H", "O", "H", "H"], "xyz": [[-0.970, -1.894, 0.562], [-0.320, -0.621, 0.060], [-0.122, 0.519, 0.916], [0.686, 1.377, 0.168], [0.812, 0.877, -1.085], [0.172, -0.335, -1.175], [-1.001, -2.567, -0.279], [-1.989, -1.634, 0.866], [-0.424, -2.335, 1.405], [0.193, 0.468, 1.957], [1.291, 2.196, 0.525], [1.310, 1.345, -1.826], [0.192, -0.970, -2.061], [-2.585, 1.894, -0.404], [-2.075, 1.083, -0.527], [-3.314, 1.575, 0.142], [2.503, -1.413, 0.722], [2.648, -2.335, 0.950], [1.585, -1.177, 0.914]]}

(3)
{"formula": "C5H11NO2", "method": "ωB97M-V with the def2-TZVPD basis set", "total_charge": 0, "e_above_lowest_kj_mol": 122.1, "multiplicity": 1, "energy_ev": -10948.002, "homo_lumo_gap_ev": 9.726, "species": ["C", "C", "N", "C", "C", "C", "O", "O", "H", "H", "H", "H", "H", "H", "H", "H", "H", "H", "H"], "xyz": [[0.537, 2.579, 1.041], [-0.026, 1.295, 1.679], [0.383, 0.189, 0.739], [0.580, -1.063, 1.522], [-0.717, 0.012, -0.274], [-0.279, -0.938, -1.356], [0.272, -1.996, -1.263], [-0.733, -0.462, -2.538], [1.435, 2.972, 1.529], [-0.137, 3.443, 1.151], [0.766, 2.439, -0.014], [-1.109, 1.274, 1.786], [0.528, 1.119, 2.595], [1.073, -1.820, 0.916], [-0.420, -1.372, 1.866], [1.229, -0.852, 2.378], [-0.825, 1.046, -0.606], [-1.638, -0.407, 0.174], [-0.551, -1.116, -3.215]]}

(4)
{"formula": "C5H11NO2", "method": "ωB97M-V with the def2-TZVPD basis set", "total_charge": 0, "e_above_lowest_kj_mol": 105.1, "multiplicity": 1, "energy_ev": -10948.177, "homo_lumo_gap_ev": 10.476, "species": ["C", "C", "C", "C", "C", "N", "O", "H", "H", "H", "H", "H", "H", "H", "H", "H", "O", "H", "H"], "xyz": [[2.937, 1.881, 0.328], [1.685, 1.907, -0.092], [1.050, 0.617, -0.610], [-0.046, 0.011, 0.327], [-1.377, -0.072, -0.341], [-1.823, 0.943, -1.120], [-2.083, -1.059, -0.163], [3.385, 2.744, 0.800], [3.551, 0.997, 0.339], [1.006, 2.743, 0.062], [0.658, 0.660, -1.626], [1.892, -0.079, -0.650], [0.234, -0.977, 0.655], [-0.120, 0.679, 1.185], [-1.308, 1.783, -1.328], [-2.722, 0.789, -1.541], [-0.232, -3.478, 1.561], [0.032, -3.890, 0.732], [-1.185, -3.360, 1.411]]}